Below is C38H32GeNOPt as an isolated structure at a distorted geometry, with properties calculated with the ωB97M-V functional and the def2-TZVPD basis.

XYZ file:
```
74
Properties=species:S:1:pos:R:3:forces:R:3:lowdin_spin:R:1
Pt -0.24009 -1.97812 -1.32067 1.449 -0.663 -0.303 0.66
C 2.84960 -5.00792 -0.95801 0.861 -0.967 0.494 0.00
C 2.12845 -6.15455 -0.71775 -0.903 -0.808 -0.715 0.04
C 0.73253 -6.06026 -0.72516 0.711 -0.593 0.910 -0.01
C 0.13141 -4.84663 -0.89171 0.751 1.957 -1.242 0.03
N 0.89351 -3.71780 -1.18066 -0.885 -0.967 1.023 0.05
C 2.20844 -3.80877 -1.07262 0.062 0.899 -0.757 0.06
C -1.28970 -4.60221 -0.85931 -2.908 0.391 0.995 0.02
C -2.16815 -5.57488 -0.30720 1.434 0.771 -0.304 0.01
C -3.50842 -5.32845 -0.09470 -0.283 0.247 -0.275 0.00
C -4.03110 -4.08325 -0.49402 0.150 0.311 0.054 0.01
C -3.19557 -3.08964 -1.02442 -0.654 -0.190 -0.092 0.03
C -1.81725 -3.29660 -1.12324 1.254 -0.846 -0.371 0.17
H 3.91507 -5.09797 -1.04875 0.390 0.319 0.174 0.00
H 2.62022 -7.13455 -0.65092 -0.214 0.510 0.126 0.00
H 0.06841 -6.87055 -0.47248 0.374 -0.455 -0.193 0.00
H 2.74897 -2.86482 -1.13824 -0.113 -0.241 -0.229 0.03
H -1.60605 -6.41567 0.06325 -0.826 -0.769 0.194 0.00
H -4.16519 -6.07798 0.34633 0.225 0.167 0.007 0.00
H -5.08622 -3.84961 -0.29385 0.364 -0.213 -0.286 0.00
H -3.63941 -2.12665 -1.38518 0.412 -0.868 0.595 0.01
C 1.35790 -0.94652 5.41016 -0.791 -0.265 -0.056 0.00
C 1.63928 -1.25034 3.94878 0.100 -0.561 -1.367 0.00
O 0.89904 -1.82773 3.15175 0.960 0.837 1.938 0.00
C 2.97125 -0.72372 3.45490 0.428 0.413 -0.872 0.00
C 3.47144 -1.18012 2.20824 -0.524 -0.560 0.462 0.00
C 4.51711 -0.54372 1.57349 -0.566 -0.511 -0.817 0.00
C 5.02136 0.62918 2.10034 0.943 0.236 -1.684 0.00
C 4.60837 1.07437 3.31354 -1.387 -0.922 1.119 0.00
C 3.61390 0.37889 4.04020 0.459 -0.472 -0.889 0.00
H 0.78105 -1.79976 5.84228 0.472 0.752 -0.212 0.00
H 0.72014 -0.02222 5.45626 0.652 -0.779 0.108 0.00
H 2.33240 -0.79516 5.91708 -0.900 -0.114 0.000 0.00
H 3.01143 -2.06050 1.74616 -0.019 0.453 0.182 0.00
H 4.81959 -0.88000 0.56516 -0.067 0.142 0.763 0.00
H 5.70725 1.18526 1.43546 -0.241 -0.108 0.827 0.00
H 4.94532 1.97982 3.71623 0.695 1.141 0.507 0.00
H 3.38594 0.69015 5.04612 -0.284 0.328 -0.032 0.00
C -1.30431 -0.50158 -1.08104 -0.978 2.756 0.237 0.59
Ge -0.93903 1.47119 -1.13573 -0.808 -0.525 -0.077 0.14
C -2.64732 2.46953 -0.93785 0.985 0.407 -0.167 0.01
C -3.75104 1.89505 -0.39803 -1.949 0.023 -0.122 0.00
C -4.97477 2.59911 -0.38228 0.365 -0.485 0.208 0.00
C -5.07996 3.93465 -0.77685 -0.441 -0.659 0.539 0.00
C -3.93173 4.52465 -1.28646 -0.031 0.515 -0.366 0.00
C -2.76157 3.80672 -1.33370 1.108 -0.072 -0.248 0.00
C -0.03030 2.56501 0.23115 0.200 -1.378 1.463 0.02
C -0.37629 2.19773 1.56843 0.668 1.331 -0.858 0.01
C -0.13838 3.09995 2.61313 0.206 -0.488 -1.047 0.00
C 0.57387 4.27320 2.36306 -0.200 0.817 0.587 0.00
C 0.90649 4.63261 1.06251 0.114 -0.656 -0.236 0.00
C 0.65213 3.74516 0.01041 -0.566 0.224 0.552 0.00
C -0.25589 2.19385 -2.82309 1.145 0.011 -1.116 0.01
C 1.15427 2.14500 -3.06717 -1.026 -0.064 0.917 0.01
C 1.70737 2.40001 -4.30342 0.256 0.256 -0.819 0.00
C 0.87393 2.78552 -5.35693 -0.614 0.118 0.258 0.00
C -0.50664 2.84379 -5.14408 -0.333 1.058 -1.519 0.00
C -1.06845 2.59780 -3.89964 0.769 -0.512 0.189 0.00
H -2.32782 -0.78474 -0.80474 -0.026 0.929 0.014 0.05
H -3.77310 0.87471 -0.02691 0.190 -0.016 -0.189 0.00
H -5.80377 1.95560 -0.11639 -0.482 0.602 0.378 0.00
H -6.00480 4.50125 -0.58593 0.392 -0.375 -0.554 0.00
H -3.92982 5.50834 -1.76247 -0.166 -0.034 0.569 0.00
H -1.84601 4.30671 -1.66686 -0.354 -0.087 -0.193 0.00
H -0.80389 1.21691 1.68777 -0.438 -0.086 0.419 0.01
H -0.56586 2.95440 3.58359 0.161 -0.394 0.562 0.00
H 0.81708 4.92047 3.23556 -0.310 -0.285 -0.881 0.00
H 1.31304 5.58931 0.77696 0.383 0.196 0.424 0.00
H 0.91972 4.02170 -0.98930 0.063 0.207 -0.458 0.00
H 1.80755 1.96381 -2.20818 -0.129 -0.327 -0.347 0.01
H 2.78416 2.28966 -4.49248 -0.438 0.227 0.304 0.00
H 1.24728 3.15701 -6.30961 0.188 -0.476 0.110 0.00
H -1.16034 3.18815 -6.02074 0.898 -0.543 1.447 0.00
H -2.12803 2.73677 -3.79952 -0.378 -0.216 0.243 0.00
```
Positions in Å, forces in eV/Å.

- F_max (eV/A) = 3.1
- spin multiplicity = 3
- charge = -1
- E_tot (eV) = -103221.80224
- HOMO level (alpha / beta) (eV) = -1.7 / -4.5
- gap between HOMO and LUMO (alpha / beta) (Eh) = 0.150 / 0.253